# 1
DFT (the ωB97M-V functional and the def2-TZVPD basis) results for 3 unconnected molecules or ions with the total composition C18H30F2O11P at a distorted geometry.

Positions of all 62 atoms, in Å:
P -1.8654 0.1288 1.8391
F -1.6566 2.9295 -1.4712
F 1.1048 -4.9984 -2.7133
O -2.4173 0.8474 -4.0856
O 1.1467 -1.7207 1.8534
O -2.0795 -1.1632 -3.1096
O -1.6055 0.7407 -1.9836
O 3.0275 -3.9256 -6.5542
O 2.4123 -2.6242 -4.8101
O 1.1646 3.2333 0.7124
O 2.0506 -2.5038 -0.2015
O 2.2011 -4.8664 -4.6709
O -0.2097 3.9762 2.3678
O -4.2265 -0.3783 0.6422
C 0.5534 3.0480 1.9839
C 2.4223 2.5163 0.6015
C -1.1894 0.0261 3.6287
C 3.5791 3.0396 1.5814
C -3.7507 -0.1793 2.0106
C 1.7477 -2.9124 -3.5882
C 2.1017 -4.3475 -3.3607
C -1.0229 -1.0692 0.6482
C 2.1458 -1.8611 0.8624
C 0.7295 1.7643 2.9115
C 3.5768 -1.1639 1.1625
C -1.3733 2.0509 -2.4637
C -0.1420 -2.2055 1.4121
C -4.9421 0.8538 0.2632
C 2.5863 -3.8162 -5.4504
C -2.0410 0.0301 -3.0651
C -0.5115 1.4878 3.8948
C -2.3486 2.1787 -3.5906
H -2.0315 -0.0900 4.4021
H 4.3007 2.1556 1.7614
H 3.0472 -4.4994 -2.8321
H 3.4657 -0.4992 2.0825
H -1.3650 2.2424 3.7954
H 2.3036 1.3683 0.6793
H 4.3720 -1.9755 1.3601
H -3.3412 2.4930 -3.2558
H -0.7404 -2.4327 2.3748
H 3.8878 -0.5623 0.2453
H -1.8706 -1.6513 0.1210
H -5.2987 0.7297 -0.8151
H -0.4138 -0.4573 -0.0934
H 2.8011 2.6937 -0.4744
H -4.2517 0.7485 2.4830
H -1.7657 1.5089 1.4065
H -0.1905 1.4870 5.0005
H -3.9305 -1.0809 2.6833
H 1.6484 1.9137 3.5928
H 0.6720 -2.7583 -3.7151
H 4.2203 3.8689 1.1266
H -5.8591 0.9589 0.9304
H 2.1026 -2.2641 -2.7860
H 0.9678 0.8182 2.2904
H -2.0047 2.8678 -4.3630
H -0.4112 -0.7932 3.7619
H -4.2537 1.7681 0.2926
H -0.1131 -3.1926 0.8387
H 3.2098 3.3650 2.6101
H -0.3257 2.1533 -2.7610

The total charge is +1. The calculation puts the frontier orbital gap at 0.367 Ha. The highest occupied orbital energy comes out at -12.7618 eV.



# 2
DFT (the ωB97M-V functional and the def2-TZVPD basis) results for a molecular structure, C18H30IrNO4P2S2Se2.

Positions of all 60 atoms, in Å:
Ir -0.0453 0.1267 0.6351
Se 0.7337 1.2520 -1.4508
Se 2.3264 -0.3707 1.2161
S 1.2582 0.4908 5.7547
S -1.3733 -0.2200 2.6322
P -0.1777 -2.0177 0.0804
P -2.0939 0.3039 -0.4336
O 4.4965 3.5211 -0.4410
O 0.3939 2.0871 1.6841
O 2.5406 -0.1394 5.7057
O 1.1089 1.7614 6.3985
N 0.6184 0.5964 4.2188
C 0.0370 -0.6459 6.3394
C -0.0953 -1.2158 7.5870
C -2.6915 1.7846 -1.3040
C 3.5846 3.6470 0.6393
C 3.2741 1.1682 0.4336
C -1.5136 -2.2684 -1.1886
C 1.6688 2.7918 -0.6909
C -0.4287 -0.1436 4.0837
C 2.5432 2.5277 0.5424
C -3.6295 -0.2063 0.4144
C -2.0768 -2.3286 6.7512
C -1.9456 -0.9227 -1.7780
C -1.9204 -1.7464 5.4996
C -0.8449 -0.8974 5.3071
C -1.1761 -2.0698 7.7802
C -0.6560 -3.1667 1.4067
C 1.2115 -2.9362 -0.6410
C 1.7223 2.6336 1.8267
H 0.0944 1.9321 2.5966
H 3.4855 0.9585 -0.6118
H -2.6158 -1.9416 4.6940
H 2.0615 -2.9733 0.0334
H -3.5183 -1.1755 0.9001
H 0.6085 -1.0052 8.3804
H -2.3520 -2.7677 -0.6966
H 4.2225 1.1974 0.9705
H 2.2308 2.0873 2.6244
H 0.9382 3.5677 -0.4575
H 2.2959 3.1381 -1.5119
H -1.9522 2.1213 -2.0232
H -3.6349 1.5550 -1.8024
H 5.1849 4.1842 -0.3440
H -1.1488 -2.9432 -1.9636
H -1.1690 -0.5355 -2.4436
H 1.5448 -2.4537 -1.5605
H -1.3184 -2.5377 8.7453
H -3.8876 0.5147 1.1893
H -4.4392 -0.2559 -0.3152
H 1.5956 3.6771 2.1326
H -2.9103 -2.9941 6.9321
H -1.5366 -2.8173 1.9383
H 0.8513 -3.9459 -0.8506
H 3.0754 4.6187 0.6046
H 0.1630 -3.2436 2.1240
H -2.8721 -0.9966 -2.3522
H -0.8444 -4.1475 0.9666
H -2.8499 2.5921 -0.5869
H 4.1091 3.5692 1.6002

As for the energy above the lowest of the compared OMol25 structures with the same formula, charge and spin: 68.2 kJ/mol. The calculation puts the frontier orbital gap at 0.241 Ha. The highest occupied orbital energy comes out at -6.7943 eV.